Run 1
# C2H3NO3

A 2-piece molecular cluster, C2H3NO3 overall (ωB97M-V/def2-TZVPD, the OMol25 dataset).

Structure (XYZ):
```
9
Properties=species:S:1:pos:R:3:mulliken_charge:R:1
C 0.8237 1.8440 0.1296 0.61
C -1.4016 -1.7260 -0.3932 -0.23
N 1.4198 2.5109 -0.6596 -0.42
O 0.2089 1.3057 0.9376 -0.54
O -0.0275 -2.0174 -0.0861 -0.22
O -0.6140 -1.2926 0.8725 -0.04
H -1.9339 -2.5856 -0.0026 0.07
H -0.1838 -0.4036 0.8180 0.48
H 1.7084 2.3648 -1.6161 0.30
```

Properties
frontier orbital gap	8.73	eV
spin multiplicity	1
LUMO	0.461	eV
charge	0
highest occupied orbital energy	-8.27	eV

Run 2
# C2H3NO3

C2H3NO3 as an isolated structure (ωB97M-V/def2-TZVPD, the OMol25 dataset).

Structure (XYZ):
```
9
Properties=species:S:1:pos:R:3:mulliken_charge:R:1
C -1.9554 -0.0105 0.0635 0.37
C -0.0113 -0.5083 -0.3352 0.28
N -0.7875 0.6920 -0.2431 -0.17
O -3.0893 -0.0272 0.3082 -0.38
O -1.0663 -1.3755 -0.2635 -0.46
O 0.9482 -0.6645 0.6399 -0.47
H 0.5679 -0.4280 -1.3397 0.26
H -0.5165 1.6831 0.0536 0.28
H 0.5763 -1.1638 1.3336 0.29
```

Properties
frontier orbital gap	11.74	eV
spin multiplicity	1
LUMO	0.644	eV
charge	0
highest occupied orbital energy	-11.10	eV

Run 3
# C2H3NO3

C2H3NO3 as an isolated structure (ωB97M-V/def2-TZVPD, the OMol25 dataset).

Structure (XYZ):
```
9
Properties=species:S:1:pos:R:3:mulliken_charge:R:1
C 1.0520 0.4464 0.1399 0.00
O -0.6799 0.6105 0.4963 -0.29
O 1.6470 -0.7106 0.4729 -0.42
N -0.8613 -0.4698 -0.6454 -0.51
C -1.9659 -0.1918 -0.1363 0.73
O -3.1396 -0.3023 0.0012 -0.46
H 1.5117 -1.3563 -0.2417 0.38
H 1.0991 0.7325 -0.9077 0.32
H 1.3368 1.2414 0.8209 0.24
```

Properties
frontier orbital gap	10.10	eV
spin multiplicity	1
LUMO	0.517	eV
charge	0
highest occupied orbital energy	-9.59	eV

Run 4
# C2H3NO3

A 2-piece molecular cluster, C2H3NO3 overall (ωB97M-V/def2-TZVPD, the OMol25 dataset).

Structure (XYZ):
```
9
Properties=species:S:1:pos:R:3:mulliken_charge:R:1
O 2.9783 0.7335 -0.0747 -0.31
C 2.3095 -0.1592 0.0161 0.64
O 1.6552 -1.0643 0.1718 -0.33
C -1.0093 -0.8431 -0.0844 -0.33
N -1.1001 0.2919 -0.6040 -0.30
O -1.0924 1.3881 0.2770 -0.38
H -0.9086 -0.8596 1.0332 0.34
H -1.1358 -1.5862 -0.8168 0.34
H -1.6968 2.0990 0.0818 0.33
```

Properties
frontier orbital gap	10.65	eV
structure (SMILES)	O=C=O.C=NO
spin multiplicity	1
LUMO	0.706	eV
charge	0
highest occupied orbital energy	-9.95	eV

Which structure is the least stable? The one labeled run 1.

Run 1
# C2H3NO3

One molecule with the formula C2H3NO3 (ωB97M-V/def2-TZVPD, the OMol25 dataset).

Structure (XYZ):
```
9
Properties=species:S:1:pos:R:3:mulliken_charge:R:1
O 2.0012 0.2797 1.5074 -0.53
C 1.5682 -0.4783 0.6268 0.17
N 0.3480 -0.3916 0.0890 -0.14
O -0.7145 0.5061 0.2169 -0.09
C -1.5828 0.4251 -0.6256 0.31
O -1.6005 -0.3030 -1.6888 -0.61
H 1.9281 -1.4303 0.2917 0.32
H 0.3314 -0.6830 -0.8723 0.24
H -2.0971 1.3102 -0.3332 0.34
```

Properties
frontier orbital gap	11.43	eV
structure (SMILES)	O=CNOC=O
spin multiplicity	1
LUMO	0.659	eV
charge	0
highest occupied orbital energy	-10.77	eV

Run 2
# C2H3NO3

One molecule with the formula C2H3NO3 (ωB97M-V/def2-TZVPD, the OMol25 dataset).

Structure (XYZ):
```
9
Properties=species:S:1:pos:R:3:mulliken_charge:R:1
O -1.7424 -1.4102 0.0159 -0.41
C -1.9011 -0.2343 -0.0205 0.18
O -0.9231 0.7282 -0.0075 -0.30
C 0.4286 0.4593 0.0220 0.05
N 0.9715 -0.6748 -0.0049 -0.12
O 2.3217 -0.7198 -0.0092 -0.33
H -2.8623 0.3074 -0.0305 0.33
H 0.9828 1.3844 0.0563 0.29
H 2.7241 0.1598 -0.0215 0.31
```

Properties
frontier orbital gap	10.76	eV
structure (SMILES)	O=CO/C=N/O
spin multiplicity	1
LUMO	0.695	eV
charge	0
highest occupied orbital energy	-10.06	eV

Run 3
# C2H3NO3

C2H3NO3 as an isolated structure (ωB97M-V/def2-TZVPD, the OMol25 dataset).

Structure (XYZ):
```
9
Properties=species:S:1:pos:R:3:mulliken_charge:R:1
C -1.7562 0.0205 0.1091 0.67
C 1.2984 -0.0188 -0.0312 -0.78
N 0.0088 0.2981 -0.6218 0.10
O -2.8380 -0.1901 0.5114 -0.47
O -0.8954 1.0025 0.2108 -0.25
O -0.9002 -0.7554 -0.6181 -0.25
H 1.6105 -1.0967 0.0150 0.30
H 2.0266 0.3519 -0.5965 0.37
H 1.4456 0.3880 1.0213 0.31
```

Properties
frontier orbital gap	11.07	eV
spin multiplicity	1
LUMO	0.814	eV
charge	0
highest occupied orbital energy	-10.26	eV

Which structure is the least stable? The one labeled run 3.

Run 1
# C2H3NO3

A 2-piece molecular cluster, C2H3NO3 overall (ωB97M-V/def2-TZVPD, the OMol25 dataset).

Structure (XYZ):
```
9
Properties=species:S:1:pos:R:3:mulliken_charge:R:1
O -0.9307 2.8879 1.5272 -0.45
C -0.2829 1.9083 1.5946 0.28
O -0.5836 1.0454 0.6070 -0.15
O 0.3273 -0.0126 0.4559 -0.31
H 0.4721 1.5596 2.3867 0.31
H 0.4415 -0.0459 -0.4649 0.31
C 0.0941 -2.3736 -1.9922 0.03
N 0.3225 -3.3246 -1.3933 -0.33
H 0.1396 -1.6443 -2.7210 0.31
```

Properties
frontier orbital gap	11.47	eV
structure (SMILES)	O=COO.C#N
spin multiplicity	1
LUMO	0.502	eV
charge	0
highest occupied orbital energy	-10.97	eV

Run 2
# C2H3NO3

A 2-piece molecular cluster, C2H3NO3 overall (ωB97M-V/def2-TZVPD, the OMol25 dataset).

Structure (XYZ):
```
9
Properties=species:S:1:pos:R:3:mulliken_charge:R:1
O -1.9104 1.5731 1.1427 -0.49
C -1.1417 0.6217 1.0051 0.05
N -0.4251 0.0625 -0.0320 -0.55
C 1.1121 -0.5156 -1.2329 0.82
O 1.7406 -1.2551 -0.4104 -0.35
O 1.5747 0.4479 -1.8058 -0.30
H -1.2339 0.0360 1.9694 0.25
H -0.8187 0.2900 -0.9657 0.17
H 1.1025 -1.2604 0.3296 0.40
```

Properties
frontier orbital gap	6.63	eV
spin multiplicity	1
LUMO	-2.795	eV
charge	0
highest occupied orbital energy	-9.42	eV

Which structure is the least stable? The one labeled run 2.

Run 1
# C41H48IrN6O8P2

C41H48IrN6O8P2 as an isolated structure (ωB97M-V/def2-TZVPD, the OMol25 dataset).

Structure (XYZ):
```
106
Properties=species:S:1:pos:R:3:mulliken_charge:R:1
Ir -0.1316 -1.1220 -0.3490 2.97
C 0.9280 -2.3511 3.7143 -0.80
C -0.1265 -1.8971 4.5019 -0.72
C -1.2567 -1.4291 3.8819 -0.70
C -1.3464 -1.3909 2.4821 0.25
N -0.3109 -1.8560 1.7255 0.20
C 0.7970 -2.2938 2.3540 -0.19
N -2.5171 -0.9099 1.9829 -0.46
C -2.8851 -0.7991 0.7666 0.02
N -2.0911 -0.9100 -0.3554 0.38
C -2.8851 -0.8046 -1.4734 0.21
N -2.5178 -0.8910 -2.6925 -0.44
C -1.3021 -1.2146 -3.2031 0.10
C -1.2094 -1.2039 -4.6044 -0.53
C -0.0203 -1.4632 -5.2342 -0.62
C 1.1036 -1.7415 -4.4572 -1.09
C 0.9643 -1.7706 -3.0975 -0.36
N -0.2038 -1.5406 -2.4628 0.46
C -4.2715 -0.5967 -1.0472 0.05
C -5.4428 -0.4462 -1.7641 -0.26
C -6.6210 -0.2976 -1.0439 -0.76
C -6.6175 -0.2844 0.3500 -0.76
C -5.4361 -0.4257 1.0670 -0.13
C -4.2702 -0.5844 0.3436 -0.07
H 1.8388 -2.7354 4.1489 0.59
H -0.0486 -1.9017 5.5811 0.45
H -2.1147 -1.0693 4.4302 0.61
H 1.6153 -2.6227 1.7379 0.33
H -2.1124 -0.9660 -5.1465 0.59
H 0.0522 -1.4459 -6.3136 0.48
H 2.0687 -1.9281 -4.9044 0.56
H 1.8236 -1.9903 -2.4891 0.52
H -5.4318 -0.4590 -2.8457 0.57
H -7.5617 -0.2056 -1.5696 0.46
H -7.5539 -0.1738 0.8797 0.46
H -5.4154 -0.4197 2.1484 0.57
C 0.0023 2.1262 -4.4435 -0.86
C 1.2478 2.6269 -3.7414 0.53
C 1.8493 3.8413 -4.4130 -1.57
O 0.9138 3.0528 -2.3755 0.00
P 0.6479 2.1304 -1.1454 -0.86
O 0.0186 0.8152 -1.5180 0.42
C 2.2132 1.8394 -0.2807 -0.65
P 1.6744 1.2288 1.3278 -0.90
O 0.3426 0.5340 1.2211 -0.07
O 2.7009 0.2395 1.9523 -0.30
C 4.0974 0.4030 2.3785 0.44
C 4.1912 -0.1749 3.7783 -1.14
C 4.5918 1.8355 2.3240 -1.25
O 1.5986 2.5458 2.1706 0.30
C 0.6357 2.8077 3.2463 0.94
C 0.6850 1.7251 4.3061 -1.30
C 0.9966 4.1665 3.8046 -1.54
O -0.2525 2.9614 -0.1911 -0.10
C -0.4410 4.4181 -0.0836 0.51
C -1.3408 4.9253 -1.1927 -1.47
C 0.8807 5.1599 -0.0266 -1.09
H 0.2681 1.7188 -5.4182 0.44
H -0.7052 2.9460 -4.5768 0.34
H -0.4788 1.3531 -3.8485 -0.06
H 1.9910 1.8269 -3.6765 0.16
H 1.1308 4.6613 -4.4144 0.31
H 2.1145 3.6011 -5.4416 0.47
H 2.7457 4.1661 -3.8856 0.38
H 2.7795 2.7645 -0.1855 0.95
H 2.7968 1.0694 -0.7873 0.70
H 4.6784 -0.2136 1.6922 0.31
H 3.4152 0.2519 4.4135 0.14
H 5.1667 0.0547 4.2039 0.49
H 4.0687 -1.2574 3.7558 0.26
H 4.0119 2.4776 2.9859 0.16
H 4.5510 2.2401 1.3116 0.30
H 5.6322 1.8550 2.6436 0.59
H -0.3549 2.8167 2.7863 0.11
H 1.6706 1.6940 4.7731 0.18
H 0.4688 0.7543 3.8619 0.26
H -0.0590 1.9393 5.0723 0.53
H 2.0226 4.1548 4.1738 0.32
H 0.3296 4.4193 4.6274 0.42
H 0.9117 4.9388 3.0407 0.36
H -0.9615 4.5139 0.8689 0.44
H -0.8055 4.9615 -2.1404 0.23
H -1.6729 5.9321 -0.9414 0.52
H -2.2182 4.2881 -1.3008 0.31
H 1.4022 5.0815 -0.9809 0.19
H 1.5144 4.7678 0.7692 0.05
H 0.6871 6.2134 0.1715 0.56
O 3.6591 -2.6645 -0.3927 -0.69
C 2.4728 -2.4589 -0.3830 0.11
O 1.8844 -1.3122 -0.3672 -1.05
C 1.4928 -3.6116 -0.3946 1.27
C 1.9671 -4.9222 -0.3226 -1.74
C 1.0594 -5.9439 -0.3142 -0.92
C -0.3210 -5.6706 -0.3828 0.66
C -1.3034 -6.6874 -0.3585 -0.92
C -2.6290 -6.3758 -0.4095 -0.81
C -3.0357 -5.0284 -0.5077 -1.19
C -2.1148 -4.0207 -0.5429 0.38
C -0.7400 -4.3156 -0.4679 -0.47
N 0.2039 -3.3259 -0.4666 0.72
H 3.0342 -5.0830 -0.2752 0.67
H 1.3914 -6.9732 -0.2525 0.50
H -0.9810 -7.7189 -0.2961 0.46
H -3.3750 -7.1577 -0.3791 0.43
H -4.0909 -4.7950 -0.5574 0.53
H -2.4195 -2.9915 -0.6237 0.67
```

Properties
frontier orbital gap (spin up / spin down)	6.17 / 6.11	eV
spin multiplicity	2
LUMO (spin up / spin down)	-6.968 / -6.995	eV
charge	+2
highest occupied orbital energy (spin up / spin down)	-13.13 / -13.11	eV

Run 2
# C41H48IrN6O8P2

C41H48IrN6O8P2 as an isolated structure (ωB97M-V/def2-TZVPD, the OMol25 dataset).

Structure (XYZ):
```
106
Properties=species:S:1:pos:R:3:mulliken_charge:R:1
Ir 1.2791 0.1156 -1.3326 0.79
C 2.1616 -4.0366 -1.9974 -0.96
C 2.3871 -4.5908 -0.7466 -0.72
C 2.3643 -3.7564 0.3486 -0.47
C 2.1070 -2.3921 0.1956 0.24
N 1.8817 -1.8615 -1.0281 0.26
C 1.9153 -2.6839 -2.0926 -0.46
N 2.1520 -1.6716 1.3689 -0.53
C 1.9315 -0.4247 1.5219 0.01
N 1.5365 0.4979 0.5489 0.67
C 1.5441 1.7762 1.1163 -0.21
N 1.3040 2.8854 0.5370 -0.50
C 0.7506 3.0452 -0.7104 0.42
C 0.3065 4.3427 -0.9804 -0.71
C -0.3683 4.6231 -2.1467 -0.68
C -0.5813 3.5858 -3.0433 -1.08
C -0.0871 2.3340 -2.7478 0.13
N 0.5845 2.0524 -1.6160 0.33
C 1.9324 1.6464 2.5251 1.02
C 2.0873 2.6044 3.5098 -0.35
C 2.4701 2.1587 4.7691 -0.89
C 2.6911 0.8038 5.0246 -0.97
C 2.5354 -0.1523 4.0286 -0.26
C 2.1477 0.3003 2.7798 0.42
H 2.1754 -4.6337 -2.8977 0.55
H 2.5876 -5.6472 -0.6312 0.48
H 2.5476 -4.1130 1.3511 0.61
H 1.7232 -2.2273 -3.0491 0.54
H 0.4911 5.0898 -0.2235 0.62
H -0.7270 5.6223 -2.3518 0.48
H -1.1107 3.7338 -3.9733 0.55
H -0.2154 1.5169 -3.4377 0.17
H 1.9141 3.6516 3.3036 0.61
H 2.6034 2.8737 5.5697 0.48
H 2.9935 0.4968 6.0168 0.48
H 2.7106 -1.2033 4.2153 0.62
C -5.8850 2.1764 1.0989 -1.43
C -4.7989 1.7580 2.0637 0.96
C -4.9029 2.4273 3.4139 -1.38
O -3.5102 2.1482 1.4757 -0.29
P -2.3881 1.1273 1.0890 -0.18
O -1.1257 1.7751 0.6964 -0.32
C -3.0883 0.1489 -0.2595 -0.78
P -2.0341 -1.1130 -0.9635 -1.15
O -0.6076 -0.7178 -1.1547 1.17
O -2.8214 -1.4408 -2.2613 -0.29
C -2.4975 -1.9869 -3.5933 0.55
C -1.4088 -3.0312 -3.5079 -0.96
C -2.1691 -0.8379 -4.5155 -1.28
O -2.0172 -2.3739 -0.0313 0.06
C -3.2108 -3.2124 0.2031 0.48
C -3.6511 -3.0481 1.6399 -1.13
C -2.8237 -4.6344 -0.1292 -1.45
O -2.2754 0.0721 2.2609 -0.04
C -1.1187 0.0758 3.1554 1.66
C -0.9889 -1.3211 3.7130 -1.36
C -1.2746 1.1458 4.2117 -1.57
H -6.8607 1.8975 1.4967 0.42
H -5.7634 1.6974 0.1266 0.29
H -5.8662 3.2569 0.9577 0.33
H -4.7958 0.6711 2.1915 0.16
H -4.8592 3.5106 3.3000 0.33
H -4.0927 2.1102 4.0687 0.28
H -5.8507 2.1662 3.8845 0.41
H -3.3415 0.8472 -1.0602 0.65
H -4.0144 -0.3439 0.0529 0.51
H -3.4431 -2.4428 -3.8827 0.34
H -0.5238 -2.6139 -3.0307 0.10
H -1.1338 -3.3419 -4.5160 0.49
H -1.7360 -3.9118 -2.9572 0.12
H -1.2306 -0.3719 -4.2183 0.05
H -2.9737 -0.1037 -4.5227 0.39
H -2.0440 -1.2183 -5.5293 0.50
H -3.9913 -2.8702 -0.4815 0.52
H -2.9140 -3.4821 2.3160 0.31
H -4.5964 -3.5711 1.7868 0.47
H -3.7832 -2.0012 1.9073 0.12
H -1.9743 -4.9419 0.4820 0.27
H -2.5630 -4.7450 -1.1802 0.24
H -3.6597 -5.2997 0.0863 0.44
H -0.2615 0.3077 2.5281 -0.44
H -1.8562 -1.5761 4.3234 0.51
H -0.0989 -1.3805 4.3413 0.36
H -0.8949 -2.0498 2.9075 0.11
H -2.1152 0.9189 4.8690 0.40
H -1.4281 2.1263 3.7587 0.30
H -0.3689 1.1907 4.8194 0.40
O 1.7709 0.0858 -5.3233 -0.64
C 1.8698 0.1272 -4.1268 0.20
O 0.9434 -0.2494 -3.2833 -0.67
C 3.1343 0.6081 -3.4499 0.96
C 4.2107 0.9458 -4.2683 -1.20
C 5.3811 1.3286 -3.6829 -0.83
C 5.4701 1.3461 -2.2786 0.75
C 6.6832 1.7109 -1.6452 -0.86
C 6.7934 1.7149 -0.2875 -0.98
C 5.6784 1.3416 0.4868 -0.78
C 4.4932 0.9908 -0.0969 0.18
C 4.3394 0.9886 -1.4963 -0.48
N 3.1541 0.6386 -2.1169 0.50
H 4.0609 0.8832 -5.3362 0.64
H 6.2447 1.6027 -4.2754 0.49
H 7.5218 1.9820 -2.2735 0.45
H 7.7221 1.9906 0.1916 0.43
H 5.7531 1.3273 1.5663 0.56
H 3.6820 0.7020 0.5407 0.95
```

Properties
frontier orbital gap (spin up / spin down)	7.72 / 5.39	eV
spin multiplicity	2
LUMO (spin up / spin down)	-6.052 / -8.325	eV
charge	+2
highest occupied orbital energy (spin up / spin down)	-13.77 / -13.71	eV

Which structure is the least stable? The one labeled run 1.